P:
9
Properties=species:S:1:pos:R:3:nbo_charge:R:1 method="wB97M-V/def2-TZVPD" molar_mass_da=110.5 gap_ev="8.973 / 7.692" charge=0 homo_ev="-8.79 / -8.02"
C 0.21 1.01 -0.58 -0.1487
N 0.97 0.07 0.10 -0.2727
N -1.17 -2.55 0.83 0.2391
O 0.75 -1.23 0.06 -0.3451
O -1.03 -1.53 0.46 -0.0447
Cl -1.44 1.52 0.40 -0.2407
H 0.73 1.89 -0.87 0.2188
H -0.34 0.49 -1.51 0.2361
H 1.32 0.32 1.11 0.3578

=====

Q:
9
Properties=species:S:1:pos:R:3:nbo_charge:R:1 method="wB97M-V/def2-TZVPD" molar_mass_da=110.5 gap_ev=10.265 charge=0 homo_ev=-10.20 smiles="CN(Cl)[N+](=O)[O-]"
C -0.11 0.00 -0.08 -0.4276
N -1.57 -0.11 0.07 -0.2875
Cl -2.39 -1.63 0.29 0.2002
N -2.30 1.03 -0.21 0.6306
O -1.69 2.06 -0.35 -0.3979
O -3.49 0.84 -0.19 -0.3911
H 0.00 1.00 -0.54 0.2619
H 0.34 -0.06 0.82 0.1996
H 0.14 -0.94 -0.65 0.2118

=====

Stability verdict: Q, ahead by 112.6 kJ/mol

=====

P:
38
Properties=species:S:1:pos:R:3:nbo_charge:R:1 method="wB97M-V/def2-TZVPD" molar_mass_da=225.2 gap_ev=9.484 charge=-1 homo_ev=-6.44
C -13.02 3.78 30.79 -0.6883
C -13.65 2.42 30.78 -0.0966
O -13.88 2.05 29.42 -1.0098
H -13.68 4.56 30.40 0.2159
H -12.14 3.85 30.22 0.2189
H -12.73 4.14 31.79 0.2107
H -14.63 2.35 31.27 0.1765
H -12.89 1.67 31.14 0.1443
O -11.33 1.69 29.00 -0.9633
H -11.47 1.43 28.11 0.4589
H -12.20 1.86 29.35 0.5064
O -10.49 2.48 31.96 -0.9620
H -10.15 3.30 31.59 0.4926
H -11.40 2.43 31.76 0.4574
O -9.76 3.68 28.30 -0.9760
H -10.41 2.96 28.42 0.5008
H -8.93 3.24 28.13 0.4651
O -9.51 4.87 30.77 -1.0157
H -9.73 4.46 29.89 0.5099
H -9.20 5.76 30.56 0.4851
O -13.95 6.48 28.74 -0.9891
H -13.77 5.61 28.37 0.4937
H -14.89 6.44 28.99 0.4596
O -13.91 0.12 27.73 -0.9704
H -13.95 0.81 28.42 0.5010
H -13.17 0.49 27.22 0.4277
O -11.80 6.53 30.47 -0.9723
H -11.65 5.70 30.92 0.4674
H -12.75 6.48 30.25 0.4881
O -13.45 4.14 27.81 -0.9853
H -13.72 3.49 28.50 0.5126
H -14.14 4.13 27.11 0.4773
O -16.36 3.31 29.08 -0.9595
H -15.49 3.16 29.34 0.4772
H -16.78 2.51 29.48 0.4684
O -15.48 -0.05 30.13 -0.9707
H -15.01 0.79 29.99 0.4867
H -14.79 -0.55 30.61 0.4565

=====

Q:
38
Properties=species:S:1:pos:R:3:nbo_charge:R:1 method="wB97M-V/def2-TZVPD" molar_mass_da=225.2 gap_ev=7.020 charge=-1 homo_ev=-4.76
C 1.12 -0.77 -0.65 -0.6293
C -0.06 -0.92 0.31 -0.1032
O -1.18 -0.46 -0.37 -0.9936
H 1.06 0.34 -1.06 0.1783
H 0.92 -1.44 -1.42 0.2018
H 2.07 -0.85 -0.19 0.1697
H 0.05 -0.25 1.15 0.1160
H -0.36 -1.93 0.48 0.1720
O -1.85 -1.94 -2.60 -0.9450
H -1.29 -1.52 -1.94 0.4912
H -1.20 -2.17 -3.25 0.4291
O -1.02 1.83 -2.33 -0.9676
H -0.10 2.07 -2.43 0.4531
H -0.98 1.13 -1.70 0.4919
O 1.70 1.98 -3.16 -0.9359
H 1.41 2.23 -4.04 0.4844
H 2.03 2.86 -2.93 0.4754
O -2.09 -0.17 2.20 -1.0047
H -1.42 -0.15 2.88 0.4698
H -1.70 -0.02 1.34 0.5075
O 3.93 1.96 -1.63 -0.9699
H 3.33 1.68 -2.30 0.4894
H 4.59 1.26 -1.48 0.4739
O 0.25 -1.13 3.69 -0.9305
H 0.57 -1.00 4.56 0.4621
H 1.05 -1.03 3.14 0.4728
O -3.36 -1.96 -0.02 -0.9742
H -3.91 -1.35 0.45 0.4476
H -2.51 -1.51 0.08 0.4937
O -0.78 2.05 0.74 -0.9511
H 0.07 2.09 1.15 0.4524
H -0.57 1.29 0.17 0.4754
O -2.19 -3.22 3.06 -0.9467
H -2.81 -2.63 3.50 0.4615
H -1.69 -2.59 2.59 0.4827
O 2.17 2.40 0.68 -0.9531
H 2.43 1.96 1.45 0.4597
H 2.36 1.85 -0.10 0.4934

=====

Stability verdict: P, ahead by 194.9 kJ/mol

=====

P:
50
Properties=species:S:1:pos:R:3:nbo_charge:R:1 method="wB97M-V/def2-TZVPD" molar_mass_da=359.5 gap_ev=8.460 charge=0 homo_ev=-8.40 smiles="Cc1cc(C)c(C)c(S(=O)(=O)N2CCN(c3ccccn3)CC2)c1C"
C 1.72 -1.27 2.67 -0.6282
C 1.37 -1.65 1.32 -0.0964
C 2.17 -2.48 0.54 -0.1142
C 1.94 -3.09 -0.65 -0.0012
C 2.88 -4.22 -1.35 -0.5661
C 0.95 -2.68 -1.24 -0.0335
C 0.37 -3.33 -2.68 -0.6264
C -0.07 -1.94 -0.54 -0.2461
S -1.53 -1.16 -1.53 2.3077
O -2.56 -1.38 -0.52 -0.9682
O -1.76 -1.34 -2.82 -0.9143
N -1.12 0.56 -1.20 -0.6470
C -2.45 1.24 -1.25 -0.2380
C -1.94 2.76 -1.26 -0.2250
N -0.73 3.10 -0.71 -0.4627
C -0.72 2.94 0.75 0.2525
C -1.66 3.43 1.29 -0.2707
C -1.69 3.28 2.94 -0.0965
C -0.40 3.20 3.40 -0.3084
C 0.60 2.76 2.55 0.0881
N 0.67 2.82 1.21 -0.4107
C 0.36 2.30 -1.27 -0.1716
C -0.15 0.99 -1.94 -0.2396
C 0.17 -1.59 0.83 0.0751
C -0.67 -0.53 1.38 -0.6636
H 2.86 -1.47 3.01 0.2193
H 1.71 -0.11 2.53 0.2398
H 1.12 -1.82 3.31 0.2327
H 3.20 -2.89 1.16 0.1742
H 3.28 -3.78 -2.20 0.2087
H 3.75 -4.37 -0.85 0.2108
H 2.35 -4.91 -1.47 0.1817
H 0.18 -4.52 -2.65 0.2055
H 1.14 -3.13 -3.17 0.1815
H -0.69 -3.12 -3.03 0.2499
H -2.87 1.10 -2.08 0.1698
H -3.26 1.05 -0.34 0.2335
H -2.86 3.54 -1.03 0.2236
H -1.64 3.25 -2.45 0.2008
H -2.74 3.53 1.13 0.2484
H -2.28 3.61 3.69 0.2024
H -0.21 3.35 4.39 0.2121
H 1.71 2.63 3.00 0.1851
H 1.17 2.20 -0.75 0.2241
H 0.85 2.99 -2.22 0.1597
H -0.28 1.03 -2.91 0.1680
H 0.73 0.16 -1.81 0.1997
H -1.69 -0.62 0.98 0.2634
H -0.74 -0.87 2.55 0.1845
H -0.55 0.44 1.30 0.2256

=====

Q:
50
Properties=species:S:1:pos:R:3:nbo_charge:R:1 method="wB97M-V/def2-TZVPD" molar_mass_da=359.5 gap_ev=9.469 charge=0 homo_ev=-8.97 smiles="CCCc1cc(=O)[nH]c(SCC(=O)N(Cc2ccccc2)C(C)C)n1"
C 0.87 1.64 -5.25 -0.5978
C 1.83 2.03 -4.13 -0.3965
C 1.70 1.07 -2.95 -0.4399
C 2.61 1.35 -1.79 0.2817
C 3.50 2.37 -1.72 -0.3962
C 4.33 2.56 -0.56 0.6307
O 5.16 3.42 -0.37 -0.5977
N 4.09 1.59 0.44 -0.5986
C 3.18 0.61 0.29 0.3321
S 3.02 -0.50 1.64 0.2722
C 1.83 -1.71 0.96 -0.6273
C 0.68 -1.97 1.93 0.6731
O 0.66 -3.03 2.53 -0.6319
N -0.27 -1.02 2.08 -0.4339
C -1.34 -1.32 3.02 -0.2574
C -2.63 -1.71 2.35 -0.0457
C -2.66 -2.79 1.47 -0.1577
C -3.84 -3.15 0.85 -0.2206
C -5.00 -2.44 1.10 -0.2173
C -4.99 -1.38 1.98 -0.2078
C -3.80 -1.01 2.60 -0.2169
C -0.34 0.20 1.29 -0.0468
C -0.79 1.40 2.12 -0.6200
C -1.24 0.01 0.07 -0.6202
N 2.44 0.47 -0.76 -0.5777
H -0.16 1.67 -4.90 0.2020
H 0.96 2.33 -6.09 0.2127
H 1.08 0.64 -5.61 0.2025
H 1.60 3.04 -3.80 0.2017
H 2.85 2.01 -4.51 0.2025
H 0.67 1.07 -2.58 0.2228
H 1.91 0.05 -3.28 0.2252
H 3.64 3.07 -2.53 0.2370
H 4.65 1.66 1.28 0.4283
H 1.53 -1.32 -0.01 0.2863
H 2.38 -2.65 0.85 0.2583
H -1.49 -0.47 3.69 0.2041
H -0.98 -2.17 3.62 0.2622
H -1.75 -3.34 1.29 0.2153
H -3.85 -3.99 0.17 0.2133
H -5.93 -2.73 0.61 0.2137
H -5.89 -0.83 2.18 0.2133
H -3.80 -0.18 3.29 0.2077
H 0.67 0.42 0.93 0.2226
H -0.21 1.47 3.04 0.2171
H -1.85 1.34 2.36 0.2074
H -0.63 2.30 1.54 0.2208
H -0.94 -0.86 -0.51 0.2112
H -1.17 0.89 -0.57 0.2085
H -2.28 -0.11 0.36 0.2212

=====

Stability verdict: Q, ahead by 1839.9 kJ/mol

=====

P:
15
Properties=species:S:1:pos:R:3:nbo_charge:R:1 method="wB97M-V/def2-TZVPD" molar_mass_da=102.1 gap_ev=8.098 charge=+1 homo_ev=-12.33
C -2.12 0.76 -1.47 -0.4379
C 0.22 -2.45 0.21 -0.4535
N -2.32 0.85 -0.24 0.0522
N -2.48 0.98 0.87 -0.0431
N 0.01 -0.17 -0.67 0.2194
N 0.02 -1.32 -0.61 0.0052
N 0.61 0.74 0.80 -0.8040
H -2.35 -0.12 -2.08 0.2472
H -2.09 1.66 -2.02 0.2465
H -0.64 -2.96 0.14 0.2566
H 1.05 -3.03 0.03 0.2752
H 0.31 -2.09 1.22 0.2138
H 0.07 1.51 0.96 0.4169
H 1.50 0.98 0.45 0.4100
H 0.58 -0.02 1.44 0.3954

=====

Q:
15
Properties=species:S:1:pos:R:3:nbo_charge:R:1 method="wB97M-V/def2-TZVPD" molar_mass_da=102.1 gap_ev=10.515 charge=+1 homo_ev=-14.48
C 0.32 1.38 0.20 0.3594
C 0.11 2.28 -0.96 -0.6868
N 1.05 1.78 1.28 -0.2402
N 1.21 0.78 2.06 0.0645
N 0.09 0.06 0.22 -0.3827
N 0.51 -0.22 1.57 -0.2110
N -0.87 -2.55 -0.52 -0.9168
H -0.32 1.81 -1.89 0.2532
H 1.08 2.96 -1.08 0.2825
H -0.57 3.03 -0.48 0.2663
H -0.54 -1.43 -0.31 0.4808
H 0.63 -1.18 1.89 0.4105
H -0.48 -2.86 -1.41 0.4368
H -1.83 -2.71 -0.70 0.4480
H -0.37 -3.13 0.13 0.4356

=====

Stability verdict: Q, ahead by 332.5 kJ/mol

=====

P:
9
Properties=species:S:1:pos:R:3:nbo_charge:R:1 method="wB97M-V/def2-TZVPD" molar_mass_da=63.1 gap_ev=10.744 charge=0 homo_ev=-9.73 smiles="C=O.NO"
C 1.87 -0.12 -0.10 0.2836
O 1.78 0.90 0.48 -0.5010
H 1.40 -1.01 0.37 0.1035
H 2.24 -0.16 -1.08 0.1094
N -1.55 0.33 0.50 -0.5312
O -1.15 -0.35 -0.69 -0.6023
H -0.93 0.10 1.18 0.3378
H -2.51 0.04 0.73 0.3354
H -1.16 0.28 -1.39 0.4650

=====

Q:
9
Properties=species:S:1:pos:R:3:nbo_charge:R:1 method="wB97M-V/def2-TZVPD" molar_mass_da=63.1 gap_ev=11.282 charge=0 homo_ev=-10.52 smiles="NC=O.O"
N 0.51 1.19 0.81 -0.8656
C 0.84 -0.18 0.62 0.5065
O -0.02 -1.02 0.83 -0.5998
H -0.40 1.40 1.34 0.4343
H 1.24 1.80 0.51 0.3941
H 1.82 -0.43 0.33 0.1302
O -1.59 -0.74 -1.70 -0.9279
H -0.80 -0.40 -1.44 0.4568
H -1.61 -1.62 -1.31 0.4715

=====

Stability verdict: Q, ahead by 250.0 kJ/mol

=====

P:
8
Properties=species:S:1:pos:R:3:nbo_charge:R:1 method="wB97M-V/def2-TZVPD" molar_mass_da=76.1 gap_ev=9.229 charge=0 homo_ev=-8.85 smiles=C[C@@H]1OS1
C 0.09 0.15 -0.30 -0.6650
C -1.11 -0.36 0.41 0.0628
O -2.08 -1.14 -0.15 -0.5593
S -2.63 0.49 -0.03 0.2933
H -0.05 0.13 -1.31 0.2308
H 0.85 -0.62 -0.28 0.2188
H 0.47 1.18 -0.05 0.2382
H -1.06 -0.44 1.42 0.1804

=====

Q:
8
Properties=species:S:1:pos:R:3:nbo_charge:R:1 method="wB97M-V/def2-TZVPD" molar_mass_da=76.1 gap_ev="7.024 / 7.025" charge=0 homo_ev="-7.96 / -7.96"
C -0.38 -0.74 0.06 -0.6159
C 0.52 0.26 -0.47 0.4092
O 1.10 1.28 0.16 -0.6188
S -2.09 0.21 -0.09 -0.3684
H -0.61 -1.68 -0.47 0.2678
H -0.10 -0.95 1.17 0.2142
H 0.56 0.16 -1.47 0.1887
H 0.99 1.45 1.11 0.5232

=====

Stability verdict: P, ahead by 70.3 kJ/mol

=====

P:
8
Properties=species:S:1:pos:R:3:nbo_charge:R:1 method="wB97M-V/def2-TZVPD" molar_mass_da=76.1 gap_ev=10.311 charge=0 homo_ev=-9.41
C -0.55 0.53 -0.02 -0.5596
C 0.77 -0.22 0.03 -0.6075
O 1.16 1.91 1.70 -0.9427
S 1.01 1.63 0.26 1.1528
H -0.80 0.68 -1.05 0.2217
H -1.30 0.34 0.76 0.2538
H 1.12 -0.78 0.94 0.2464
H 1.18 -0.89 -0.80 0.2351

=====

Q:
8
Properties=species:S:1:pos:R:3:nbo_charge:R:1 method="wB97M-V/def2-TZVPD" molar_mass_da=76.1 gap_ev="8.502 / 8.502" charge=0 homo_ev="-8.71 / -8.71" smiles="CC(O)=S"
C 0.68 0.73 -0.50 -0.6541
C -0.39 -0.34 -0.06 0.2044
O -0.47 -1.63 0.74 -0.8680
S -1.71 0.51 0.04 0.0408
H 0.56 1.38 0.45 0.2432
H 0.13 1.14 -1.24 0.2430
H 1.75 0.67 -0.60 0.2263
H -0.55 -2.46 1.17 0.5644

=====

R:
8
Properties=species:S:1:pos:R:3:nbo_charge:R:1 method="wB97M-V/def2-TZVPD" molar_mass_da=76.1 gap_ev=10.135 charge=0 homo_ev=-10.15
C 0.80 1.61 0.69 -0.1864
C -0.12 -0.38 -0.67 -0.2512
O -0.43 -1.03 0.51 -0.7107
S 0.89 1.80 2.23 0.1641
H -1.21 -1.52 0.38 0.4663
H -0.78 0.45 -1.04 0.1584
H -0.02 -1.00 -1.58 0.1530
H 0.87 0.08 -0.53 0.2067

=====

Stability verdict: P, ahead by 119.4 kJ/mol

=====

P:
11
Properties=species:S:1:pos:R:3:nbo_charge:R:1 method="wB97M-V/def2-TZVPD" molar_mass_da=109.1 gap_ev=9.769 charge=0 homo_ev=-9.51
C 1.27 -0.83 -0.79 -0.0932
C -0.32 -0.54 0.38 0.2498
C -1.19 0.04 1.19 -0.0451
C 0.28 0.27 -0.58 0.1321
H 1.48 -1.05 -1.86 0.2266
H 2.24 -0.54 -0.02 0.2079
H -1.63 -0.27 2.09 0.2193
N -1.49 1.23 0.78 -0.2112
N -1.03 1.93 -0.18 -0.0106
N -0.08 1.42 -1.04 -0.2142
O 0.47 -1.67 0.03 -0.4614

=====

Q:
11
Properties=species:S:1:pos:R:3:nbo_charge:R:1 method="wB97M-V/def2-TZVPD" molar_mass_da=109.1 gap_ev=8.295 charge=0 homo_ev=-9.51 smiles="N#CC1=NN=COC1"
N 0.76 -3.39 0.23 -0.2801
C 0.62 -2.22 0.41 0.2362
C 0.41 -0.75 0.40 0.0084
N 1.52 -0.04 -0.03 -0.1244
N 1.54 1.23 -0.13 -0.3378
C 0.36 1.84 -0.35 0.4389
O -0.80 1.22 -0.44 -0.4832
C -1.05 -0.16 0.10 -0.0975
H 0.16 2.98 -0.44 0.2092
H -1.48 -0.72 -0.71 0.2108
H -2.04 0.01 0.96 0.2194

=====

Stability verdict: Q, ahead by 37.6 kJ/mol